200
Properties=species:S:1:pos:R:3:forces:R:3 method="wB97M-V/def2-TZVPD" relative_energy_ev=9.765 lumo_energy_ha=-0.01574 spin_multiplicity=1 gap_ev=7.90
C 4.15253 5.26141 -30.00433 2.8 -2.7 2.3
O 4.53557 6.11611 -30.74213 -0.2 3.6 -2.5
N 4.87476 4.92261 -28.94387 0.6 -0.3 2.2
N 3.25807 4.34263 -30.27851 -3.0 -0.6 -1.8
H 4.59705 4.10829 -28.41482 0.3 0.2 0.3
H 5.82907 5.23706 -28.84135 -0.2 0.5 0.0
H 3.15842 3.49694 -29.73539 0.1 0.2 -0.4
H 3.04609 4.40667 -31.26393 -0.7 -0.7 0.1
C 6.84707 10.65001 -27.86788 -0.7 0.1 0.9
O 6.37858 11.64176 -28.28298 -2.3 4.3 -2.7
N 6.15827 9.69245 -27.36355 -3.9 -4.1 0.9
N 8.10383 10.51710 -27.71319 6.3 0.4 0.3
H 6.54749 8.97827 -26.76477 -0.5 -0.3 -0.4
H 5.33603 9.50378 -27.91891 -0.1 -0.3 0.8
H 8.59556 9.65254 -27.53759 -0.1 0.2 -0.1
H 8.54713 11.29256 -28.18462 0.5 -0.5 0.5
C 5.19816 9.67233 -31.76990 1.4 5.5 -0.6
O 5.49473 10.86294 -31.97599 -0.4 -0.7 0.2
N 4.78781 9.18120 -30.62850 -1.4 -2.3 2.9
N 5.33957 8.77456 -32.70584 0.3 -2.8 -2.1
H 4.37619 9.64554 -29.83159 0.4 0.7 -0.8
H 4.49967 8.21730 -30.71779 -0.1 -0.1 0.6
H 5.75626 9.02528 -33.59107 -0.2 -0.2 0.4
H 5.22422 7.81636 -32.40808 0.1 -0.2 -0.9
C 10.74265 8.45205 -25.89709 -2.3 0.9 0.6
O 9.58058 8.19689 -26.06019 -2.4 -1.4 -1.3
N 11.75262 7.79366 -26.21082 5.5 -6.7 -3.3
N 11.09968 9.52567 -25.32924 -0.1 6.4 3.8
H 12.68902 7.93740 -25.86069 -0.4 0.1 -0.2
H 11.59064 6.93777 -26.72201 0.3 0.0 0.1
H 10.29510 9.97166 -24.91228 0.4 0.7 0.2
H 12.02957 9.76986 -25.01974 -0.4 -0.1 -0.2
C 6.22590 5.18261 -33.73627 -2.8 -1.2 -0.3
O 5.09257 5.11768 -34.19345 -0.6 0.5 -0.2
N 6.49762 5.43375 -32.47412 0.7 1.1 3.7
N 7.29214 4.83622 -34.40213 3.3 -0.6 -2.1
H 5.80209 5.59432 -31.75960 -0.7 0.1 -0.6
H 7.41215 5.39347 -32.04734 0.2 -0.2 -0.9
H 7.28927 4.55619 -35.37253 -0.3 0.2 0.4
H 8.15171 4.93926 -33.88191 0.3 -0.2 -0.5
C 4.51298 2.95120 -25.72570 5.1 -0.4 -0.7
O 4.77772 3.15065 -26.87912 -0.1 0.4 -2.4
N 3.47154 3.19235 -25.07167 -7.8 1.5 1.9
N 5.43640 2.58413 -24.85096 3.0 -1.6 1.9
H 3.29527 2.69603 -24.20987 -0.3 0.5 -0.2
H 2.69002 3.58676 -25.57543 -0.2 -0.3 0.2
H 6.42287 2.51592 -25.05670 -0.4 -0.2 -0.2
H 5.12965 2.35258 -23.91693 0.8 0.1 -0.1
C 9.50149 0.26563 -26.69904 6.0 -0.5 -2.1
O 8.42489 0.12228 -26.29267 -5.2 -0.5 1.9
N 10.52962 -0.63156 -26.54238 -0.8 -2.4 1.6
N 9.99847 1.23307 -27.42533 0.1 2.7 -1.4
H 10.05765 -1.51113 -26.38835 1.1 -0.6 0.1
H 11.38679 -0.57863 -27.07392 -0.5 -0.4 0.0
H 9.34007 1.95505 -27.68095 0.2 0.7 -0.2
H 10.94737 1.12077 -27.75254 -0.6 0.6 -0.2
C 7.79418 0.79354 -22.67168 -2.9 -3.3 0.3
O 7.52256 0.54049 -21.51419 0.0 -0.2 1.1
N 7.35860 0.11413 -23.73788 -2.2 -3.2 -0.8
N 8.48060 1.75347 -23.11697 3.2 5.1 -1.0
H 6.93867 -0.79124 -23.58271 -0.1 0.3 -0.1
H 7.37039 0.44710 -24.69133 0.3 -0.2 0.3
H 8.86725 1.61867 -24.04025 0.3 0.5 0.4
H 8.94403 2.29239 -22.39941 0.8 0.4 -0.5
C 8.35627 4.45449 -20.77763 -1.4 0.9 0.5
C 9.50078 4.65742 -21.67218 -0.7 -0.6 1.0
C 10.38192 5.90018 -21.33152 -1.2 -3.0 0.2
O 11.50242 5.61351 -22.11247 0.5 0.5 -0.4
C 12.32384 6.71933 -22.31556 -0.8 1.0 -0.1
N 10.16522 3.34898 -21.62861 2.2 1.7 -0.2
H 8.62810 4.17118 -19.76081 0.3 0.2 0.1
H 7.78231 3.61599 -21.17207 -0.5 0.3 0.1
H 7.82228 5.40455 -20.75872 -0.8 -0.2 0.3
H 9.14334 4.71177 -22.70047 0.1 0.5 -0.1
H 10.64382 5.86229 -20.27413 0.1 0.2 0.3
H 9.75513 6.77624 -21.49815 0.6 0.5 -0.6
H 12.61696 7.18864 -21.37644 0.8 -0.4 0.2
H 11.66373 7.48973 -22.71408 0.2 0.4 -0.8
H 13.12695 6.46598 -23.00761 0.0 0.1 0.3
H 11.02222 3.77152 -21.95588 1.4 -1.4 -1.0
H 10.46552 3.13935 -20.68733 -0.5 -0.1 0.7
C 11.03917 -1.09543 -22.41884 0.6 0.4 -0.7
C 12.10088 0.06115 -22.57541 -0.8 -0.5 0.6
C 11.79299 1.11170 -23.65435 0.1 0.3 0.0
O 12.83464 2.15480 -23.79267 -0.3 -2.2 0.7
C 12.48993 3.13011 -24.70830 0.5 0.9 -0.1
N 12.13444 0.72537 -21.28900 0.7 1.2 0.7
H 10.21886 -0.75985 -21.78434 -0.1 0.1 -0.2
H 11.45281 -1.98276 -21.93963 0.3 0.3 0.2
H 10.63612 -1.46521 -23.36167 -0.1 0.3 -0.2
H 13.11096 -0.34015 -22.65790 0.0 -0.2 -0.6
H 10.91072 1.62436 -23.27112 -0.2 0.0 -0.4
H 11.58283 0.63378 -24.61118 0.1 0.2 -0.2
H 13.33773 3.80549 -24.82307 0.3 0.0 0.3
H 11.67972 3.75877 -24.33890 -0.5 -0.1 -0.2
H 12.33431 2.76439 -25.72325 -0.6 -0.3 -0.1
H 11.24437 1.09592 -20.98805 -0.8 -0.7 -0.2
H 12.55866 1.60846 -21.53455 1.0 0.4 0.5
C 5.28129 0.71419 -31.44416 0.4 1.6 0.3
C 6.23319 -0.02538 -30.48241 -2.1 0.3 -1.4
C 6.17059 0.63309 -29.05167 0.1 0.6 -0.4
O 4.93469 0.60560 -28.30744 0.7 -0.5 -2.6
C 4.97379 -0.23325 -27.22612 -0.2 -0.9 0.9
N 5.77679 -1.40772 -30.64291 1.2 -0.9 2.1
H 4.31692 0.20664 -31.42226 -0.1 0.5 -0.2
H 5.66456 0.80638 -32.46038 0.0 -0.6 -0.1
H 5.20429 1.75954 -31.14518 -0.5 0.2 0.1
H 7.20404 0.01339 -30.97643 0.5 0.3 0.9
H 6.23462 1.71821 -29.13238 0.7 0.0 -0.9
H 7.05143 0.33497 -28.48303 -0.3 -0.4 0.5
H 3.95894 -0.59563 -27.06227 -0.1 0.2 0.5
H 5.38500 0.34617 -26.39952 -0.1 -0.4 0.6
H 5.56458 -1.13229 -27.40165 0.3 0.0 0.0
H 5.83061 -1.71786 -31.60261 -0.3 0.2 0.1
H 4.84897 -1.48253 -30.25092 -0.1 -0.3 -0.4
C 6.98404 6.33142 -23.78464 0.5 -0.4 0.3
C 6.90815 7.85114 -23.70860 0.7 -0.1 -2.4
C 8.10386 8.50218 -23.03169 -1.8 0.2 1.2
O 7.96230 9.98328 -23.10668 0.6 -3.3 0.9
C 8.88471 10.47842 -22.15672 -1.0 1.3 -0.3
N 7.01293 8.28518 -25.09271 -0.3 -0.1 -1.4
H 6.41006 5.94508 -24.62689 -0.5 0.2 0.2
H 6.72941 5.79154 -22.87261 -0.3 0.1 0.1
H 7.99303 6.00477 -24.03629 0.4 0.2 0.0
H 5.88712 8.15393 -23.47639 0.4 0.3 1.3
H 9.06946 8.10083 -23.33932 0.1 0.5 -1.2
H 8.10650 8.04864 -22.04053 -0.3 1.1 1.2
H 8.59200 11.51871 -22.01455 0.5 0.3 -0.3
H 9.87621 10.37247 -22.59695 0.4 0.1 0.7
H 8.71817 10.06637 -21.16145 0.5 -0.6 -0.1
H 7.26276 9.26166 -25.15750 -0.2 0.4 0.5
H 7.80548 7.84498 -25.53789 0.1 -0.3 0.2
C 10.63943 9.59000 -29.50684 0.9 0.1 1.3
C 10.27811 11.05360 -29.90606 1.2 -0.6 2.0
C 11.54396 11.94713 -30.25625 -1.2 -1.0 -1.3
O 12.42293 12.03217 -29.22282 1.1 -0.4 1.2
C 13.60449 12.82309 -29.33638 -0.7 -0.2 1.4
N 9.30646 10.96113 -30.91972 0.0 0.2 -1.7
H 9.91528 8.79650 -29.32225 -1.2 0.8 -0.6
H 11.05998 9.57462 -28.50135 0.9 0.3 -0.1
H 11.29590 9.07440 -30.20778 0.5 0.5 -0.2
H 9.79019 11.53499 -29.05853 0.7 0.1 0.1
H 11.25566 12.95575 -30.55233 -0.6 0.2 -0.2
H 12.02356 11.48098 -31.11695 0.1 -0.2 -0.5
H 13.94633 12.66976 -28.31279 0.7 0.5 -0.2
H 13.39828 13.88344 -29.48216 -0.3 0.1 -0.1
H 14.39225 12.52985 -30.03031 -0.4 -0.5 -0.4
H 9.61638 11.61985 -31.61982 -0.7 0.3 -0.7
H 9.46495 10.05408 -31.33473 -0.4 -0.1 -0.6
C 10.09923 2.23279 -31.06574 -0.7 -0.2 0.7
C 11.59837 2.29189 -31.17259 0.6 1.6 -0.9
C 12.34347 3.25475 -30.22586 0.2 -0.9 1.1
O 12.09885 4.57533 -30.56211 0.3 2.3 0.1
C 12.86052 5.54647 -29.78317 -0.9 -0.4 0.1
N 12.20505 1.00005 -31.15555 0.2 -1.1 0.6
H 9.64624 1.69978 -31.90169 0.2 0.2 -0.4
H 9.62324 3.21154 -31.00587 0.1 0.0 0.0
H 9.76048 1.65064 -30.20875 0.2 0.1 0.4
H 11.80996 2.64172 -32.18301 -0.2 1.0 -0.2
H 13.40914 3.06720 -30.09446 0.6 -0.3 -1.3
H 12.13342 3.06385 -29.17347 -1.2 -0.1 0.5
H 12.47258 6.56400 -29.83038 -0.6 -0.2 -0.8
H 13.90765 5.64422 -30.06968 0.1 -0.6 0.0
H 12.72382 5.33693 -28.72227 0.5 -0.5 0.2
H 11.53859 0.37052 -31.57936 0.1 -0.4 0.0
H 12.98462 1.06627 -31.79428 0.3 -0.5 0.1
C 11.52793 6.28341 -33.84448 0.9 -0.1 0.5
C 10.32561 6.57370 -32.92125 0.6 1.4 -3.2
C 9.35232 7.48338 -33.76536 0.2 -0.2 3.1
O 9.90119 8.79821 -33.73820 -1.2 -0.5 -0.2
C 8.80403 9.62851 -34.06058 0.4 1.8 -1.0
N 9.75683 5.33408 -32.59834 -1.1 -2.4 0.7
H 11.25599 5.66288 -34.69834 -0.8 0.1 -0.2
H 12.21256 5.61196 -33.32628 0.4 0.3 0.3
H 12.07726 7.12054 -34.27524 -0.1 0.2 0.4
H 10.53437 6.94645 -31.91846 0.5 1.4 -0.6
H 8.42407 7.48444 -33.19400 -0.3 0.2 0.4
H 8.95494 7.12921 -34.71654 1.0 -0.2 -0.6
H 9.09685 10.67836 -34.07390 0.5 0.0 0.3
H 7.93772 9.60632 -33.39943 0.1 -0.6 0.2
H 8.53300 9.47273 -35.10479 -0.5 -0.4 -0.1
H 10.21567 4.61980 -33.14548 -0.2 -0.4 -0.2
H 10.09635 5.12776 -31.66976 -0.2 -0.4 0.2
C 9.56293 4.37077 -26.07948 -1.5 0.5 -1.4
C 8.28897 4.58179 -27.06749 1.8 0.2 1.7
C 8.64859 5.69120 -28.07732 -0.5 0.1 -0.3
O 7.53275 6.04195 -28.88767 -1.0 -1.3 1.3
C 7.83628 6.93128 -29.89294 1.1 0.2 -1.0
N 8.04318 3.28576 -27.75083 0.0 1.7 -0.5
H 10.45657 4.22286 -26.68581 0.1 0.0 -0.2
H 9.43943 3.45836 -25.49610 -0.2 0.2 0.1
H 9.71769 5.25172 -25.45651 -0.1 -0.1 0.1
H 7.42522 4.86643 -26.46664 0.0 0.1 0.0
H 9.42400 5.29444 -28.73263 0.5 -0.3 -0.3
H 9.06331 6.61679 -27.67810 -0.1 -0.1 0.7
H 7.03045 7.14255 -30.59586 -0.5 0.2 0.8
H 8.55633 6.42782 -30.53805 0.7 0.2 -0.2
H 8.28371 7.82576 -29.45956 -0.2 0.3 -0.3
H 7.05910 3.22990 -27.97118 -0.6 -0.3 0.4
H 8.39953 3.60524 -28.64023 0.3 -1.0 -1.0